{
  "formula": "C4H10N4",
  "method": "ωB97M-V/def2-TZVPD",
  "gap_ev": 9.618,
  "energy_ev": -10268.5550,
  "de_lowest_kcal_mol": 52.9,
  "smiles": "NC/C=N\\N=C/CN",
  "lumo_ev": 0.8,
  "species": ["C", "C", "C", "C", "H", "H", "H", "H", "H", "H", "H", "H", "H", "H", "N", "N", "N", "N"],
  "positions_angstrom": [[0.180, -1.972, 0.000], [0.982, -1.228, -1.052], [1.149, 1.278, 0.721], [0.040, 2.001, -0.053], [-1.741, -1.593, -0.757], [-1.679, -1.879, 0.812], [0.604, -1.798, 1.029], [0.195, -3.081, -0.157], [0.979, -1.681, -2.048], [1.161, 1.654, 1.767], [0.166, 1.725, -1.118], [0.252, 3.083, -0.064], [-1.936, 2.316, 0.183], [-1.446, 0.731, 0.527], [-1.197, -1.379, 0.075], [1.700, -0.182, -0.881], [1.805, 0.269, 0.412], [-1.213, 1.737, 0.603]]
}